The following is a quantum chemistry calculation of a molecular structure, C26H28ClF5N2O2SSc, from the Open Molecules 2025 dataset.

Cartesian coordinates (Å):
Sc: -0.41282 -0.00803 -0.07821
Cl: 1.58033 -0.12129 -1.35453
N: -0.00238 2.16574 0.08847
N: -0.10750 -2.22768 0.22880
C: -0.93280 2.96980 -0.38501
C: -0.88634 -3.01847 -0.46738
C: 1.12748 3.00159 0.55519
C: 0.46269 4.37252 0.68312
C: 2.22545 3.07523 -0.49128
C: 1.67631 2.46083 1.85967
H: 1.83258 3.49830 -1.42538
H: 2.61746 2.07566 -0.70338
H: 3.02507 3.72631 -0.11594
H: 0.86866 2.39906 2.59510
H: 2.45353 3.13919 2.22950
H: 2.10626 1.46236 1.71314
C: 0.86174 -3.05655 0.98346
C: 0.58625 -4.45783 0.43988
C: 0.56469 -2.95659 2.46668
C: 2.28998 -2.61792 0.71881
H: 2.49986 -2.64194 -0.35439
H: 2.97136 -3.30310 1.23942
H: 2.46665 -1.59910 1.08061
H: -0.46858 -3.25595 2.67201
H: 0.69952 -1.92970 2.82297
H: 1.24773 -3.61864 3.01342
O: -0.58972 -4.30720 -0.43249
H: 0.32913 -5.19492 1.21053
H: 1.40121 -4.84560 -0.18445
O: -0.76458 4.25505 -0.13062
H: 1.04030 5.21024 0.27550
H: 0.15948 4.59889 1.71409
C: -2.11799 2.49919 -1.17685
C: -2.04510 -2.53923 -1.29524
C: -1.71642 -1.24340 -1.99321
H: -2.88757 -2.39037 -0.59732
H: -2.31563 -3.33312 -1.99958
C: -1.87875 -0.01151 -1.32120
C: -1.76821 1.24641 -1.94881
H: -2.03279 -0.00939 0.10462
C: -1.23968 1.26858 -3.23721
C: -0.96148 0.05236 -3.87398
C: -0.90470 2.57485 -3.89031
C: -1.18726 -1.19510 -3.28300
H: -0.54589 0.07942 -4.88120
C: -0.80392 -2.46545 -3.97909
H: -0.47859 -2.24533 -5.00086
H: -1.64038 -3.17226 -4.03080
H: 0.02770 -2.97011 -3.46503
H: -1.74167 3.28125 -3.84724
H: -0.64733 2.40760 -4.94150
H: -0.03732 3.05504 -3.41111
H: -2.45078 3.31317 -1.83215
H: -2.92068 2.29337 -0.44716
F: -0.43597 2.23181 7.28036
C: -0.78293 1.63939 6.12332
C: -1.00409 2.41180 4.97682
F: -0.87262 3.75782 5.03874
C: -1.33785 1.79030 3.78031
F: -1.60093 2.56643 2.68429
C: -1.43681 0.38548 3.66542
S: -1.79711 -0.44754 2.22905
C: -1.26554 -0.35063 4.86680
F: -1.45695 -1.69372 4.83268
C: -0.92602 0.25196 6.06371
F: -0.73264 -0.49853 7.17237

Cartesian forces (eV/Å) of the 6 atoms listed first:
4.01 -0.39 1.73
1.29 -0.13 -0.81
-1.32 1.92 -1.09
-1.19 -1.52 -0.85
1.82 -1.67 1.16
1.45 1.80 1.13

Computed properties:
electronic energy	-92137.82904	eV
frontier orbital gap (alpha / beta)	3.7490 / 3.6423	eV
net charge	-1
multiplicity	1
ΔE to the lowest compared entry with this formula, charge and spin	2.4768	eV
LUMO energy (alpha / beta)	2.64 / 2.65	eV